8
Properties=species:S:1:pos:R:3:nbo_charge:R:1 method="wB97M-V/def2-TZVPD" charge=0 e_above_lowest_kj_mol=389.3 homo_lumo_gap_ha="0.270 / 0.270" fmax_ev_per_a=3.25 e_tot_ev=-29555.995 e_lumo_ev="-1.2277 / -1.2280"
C -2.14 -0.09 -0.06 -0.480
C 1.14 1.27 0.01 0.121
C 0.45 -1.23 -0.29 0.294
O 0.37 -2.28 -0.76 -0.437
F 1.87 2.43 0.17 -0.333
S -0.73 -0.36 0.78 0.410
S 1.97 -0.18 -0.35 0.242
H -2.94 0.44 0.49 0.182